ORCA calculation (ωB97M-V with the def2-TZVPD basis set) on a structure of composition C43H39ClN5O2RbSSeSi in a non-equilibrium geometry.

Each line ends with the Mulliken charge.
Cartesian coordinates (Å):
Rb1 -0.3800 -0.7053 0.2644  0.857
Cl1 -6.4465 4.1915 2.3992  -0.310
C1 -5.2993 2.9354 1.9948  0.326
C2 -5.1946 1.8196 2.8352  -0.472
C3 -4.3191 0.8276 2.5228  -0.609
C4 -3.4523 0.8745 1.3663  -0.312
O1 -2.6659 -0.0539 1.1145  -0.374
C5 -3.5790 2.0691 0.5484  1.083
C6 -2.7276 2.2988 -0.5807  -0.283
O2 -1.8144 1.6046 -0.9954  -0.379
C7 -4.5150 3.0579 0.8820  -0.933
H1 -5.8095 1.7634 3.7221  0.381
H2 -4.2239 -0.0437 3.1548  0.418
H3 -2.9533 3.2635 -1.1045  0.056
H4 -4.6000 3.9352 0.2521  0.335
C8 4.0330 1.4570 5.5446  -0.908
C9 2.6134 1.9370 5.8545  -0.770
C10 2.0930 2.8727 4.7937  0.972
C11 1.9007 4.2162 5.0566  -0.726
C12 1.4164 5.0701 4.0795  -0.907
C13 1.1413 4.5694 2.8192  -0.663
C14 1.3075 3.2287 2.5158  0.302
C15 1.0256 2.7374 1.1175  0.677
C16 2.3059 2.7276 0.2787  -1.048
C17 1.7739 2.3563 3.5203  -0.126
N1 2.0454 1.0344 3.2859  0.048
C18 1.1527 0.1203 3.1362  -0.056
C19 1.4560 -1.2469 2.9964  -0.521
C20 2.7040 -1.8889 3.1627  -0.400
C21 2.4475 -3.2441 3.0943  -0.976
C22 1.0663 -3.3595 2.8764  -0.646
N2 0.4666 -2.1783 2.8181  -0.576
H5 4.3868 0.7839 6.3271  0.333
H6 4.7157 2.3032 5.4643  0.312
H7 4.0220 0.9298 4.5945  0.130
H8 2.6009 2.4372 6.8285  0.428
H9 1.9606 1.0611 5.9004  0.248
H10 2.1230 4.6009 6.0452  0.321
H11 1.2457 6.1157 4.3002  0.376
H12 0.7736 5.2415 2.0554  0.422
H13 0.2816 3.3833 0.6379  0.456
H14 0.6252 1.7199 1.1399  -1.009
H15 2.6972 3.7374 0.1525  0.355
H16 2.1085 2.3045 -0.7055  0.190
H17 3.0602 2.1191 0.7760  0.276
H18 0.0744 0.3587 3.1938  0.786
H19 3.6523 -1.4071 3.3288  0.681
H20 3.1525 -4.0561 3.1934  0.488
H21 0.4943 -4.2740 2.7908  0.470
S1 3.8123 -4.1461 -0.1478  -0.224
C23 4.6627 -2.8103 0.5276  -0.258
C24 3.9132 -1.6838 0.4285  -0.752
N3 2.7109 -1.8439 -0.1713  0.484
C25 2.5094 -3.0620 -0.5184  -0.410
H22 5.6334 -2.9462 0.9583  0.441
H23 4.1943 -0.7070 0.7772  0.375
H24 1.6355 -3.4154 -1.0300  0.419
C26 -2.9661 0.0569 -5.9024  -0.442
C27 -3.5145 0.4781 -4.7000  -0.577
C28 -3.3458 -0.2760 -3.5572  -0.080
C29 -2.6259 -1.4733 -3.5691  0.292
C30 -2.0789 -1.8711 -4.7882  -0.257
C31 -2.2520 -1.1298 -5.9412  -0.706
Si1 -2.3379 -2.3363 -1.9179  -0.072
C32 -2.4177 -4.2245 -1.9744  0.697
C33 -2.8850 -4.8775 -0.8283  -0.494
C34 -2.8962 -6.2513 -0.7250  -0.603
C35 -2.4298 -7.0361 -1.7721  -0.387
C36 -1.9556 -6.4153 -2.9171  -0.653
C37 -1.9455 -5.0368 -3.0078  -0.294
H25 -3.0841 0.6515 -6.7995  0.342
H26 -4.0733 1.4049 -4.6560  0.377
H27 -3.7658 0.0700 -2.6234  0.325
H28 -1.4940 -2.7780 -4.8368  0.205
H29 -1.8215 -1.4756 -6.8735  0.346
H30 -3.5860 -2.0172 -1.1707  -0.338
H31 -3.2432 -4.2763 -0.0027  0.336
H32 -3.2644 -6.7238 0.1777  0.350
H33 -2.4327 -8.1161 -1.6952  0.335
H34 -1.5876 -7.0131 -3.7436  0.346
H35 -1.5609 -4.5798 -3.9077  0.118
Se1 3.6380 -0.7447 -2.6733  0.269
N4 1.9009 -0.5589 -2.9462  -0.423
C38 1.7089 0.5708 -3.6356  0.292
C39 0.4544 1.0617 -4.0245  0.104
C40 0.3934 2.2504 -4.7085  -0.722
C41 1.5519 2.9688 -5.0307  -0.466
C42 2.7977 2.5114 -4.6739  -0.773
C43 2.9051 1.3038 -3.9682  0.854
N5 4.0527 0.7526 -3.5531  -0.855
H36 -0.4343 0.5106 -3.7625  0.553
H37 -0.5710 2.6488 -4.9902  0.447
H38 1.4606 3.9100 -5.5604  0.346
H39 3.6912 3.0701 -4.9145  0.411

Cartesian forces, eV/Å:
Rb 0.59 -0.19 -0.21
Cl -0.23 0.25 0.08
C 0.01 0.29 -0.27
C 0.11 -0.11 -0.11
C 0.02 -0.12 0.15
C -0.22 0.26 -0.10
O -0.31 0.02 0.34
C -0.05 -0.39 0.42
C 0.12 0.25 -0.30
O 0.14 0.10 -0.07
C -0.03 -0.03 0.14
H -0.07 -0.03 0.07
H 0.02 -0.09 0.05
H 0.02 -0.11 -0.02
H -0.01 0.06 -0.03
C -0.10 0.00 0.08
C 0.12 -0.02 -0.13
C -0.14 -0.16 0.05
C -0.02 0.11 0.04
C 0.04 0.13 -0.02
C -0.05 0.21 0.09
C -0.17 -0.32 0.05
C 0.15 -0.01 -0.03
C -0.15 -0.11 0.03
C -0.19 0.79 0.05
N 0.33 -0.80 -0.38
C -0.28 0.77 0.31
C 0.48 -0.85 0.04
C -0.03 0.37 0.17
C 0.25 -0.27 0.03
C -0.29 -0.31 -0.05
N -0.44 0.29 0.02
H 0.09 -0.03 0.00
H 0.08 0.06 0.05
H 0.09 -0.07 -0.03
H -0.12 -0.02 -0.05
H 0.01 0.05 0.13
H 0.01 -0.01 0.07
H 0.03 0.05 0.00
H -0.08 0.02 -0.13
H 0.01 -0.18 0.11
H -0.05 0.32 0.05
H 0.04 0.04 0.01
H 0.05 -0.02 -0.14
H 0.11 -0.04 -0.01
H 0.15 0.03 -0.10
H 0.09 0.10 0.07
H 0.06 -0.04 -0.01
H -0.03 -0.05 -0.09
S -0.14 0.56 0.04
C -0.07 -0.18 -0.31
C 0.71 -0.30 0.27
N -0.78 0.46 0.02
C 0.31 -0.86 -0.03
H 0.20 0.07 0.16
H 0.08 0.15 0.13
H -0.38 -0.05 -0.11
C 0.01 0.10 -0.32
C 0.00 0.20 -0.01
C -0.04 0.13 0.01
C -0.30 -0.55 0.17
C 0.08 -0.09 -0.07
C 0.05 0.08 -0.17
Si 0.82 0.15 0.47
C -0.30 0.21 -0.41
C -0.04 0.06 0.05
C 0.03 -0.19 0.10
C 0.01 -0.22 -0.05
C 0.05 -0.26 0.01
C 0.00 0.10 -0.06
H -0.04 0.03 -0.06
H -0.04 0.07 0.00
H -0.09 0.04 0.12
H 0.08 -0.08 -0.05
H 0.04 0.01 -0.06
H -0.30 0.00 -0.02
H -0.07 0.04 0.11
H -0.03 -0.02 0.06
H -0.01 -0.06 0.01
H 0.02 -0.03 -0.03
H 0.05 0.01 -0.13
Se -0.42 1.04 -0.72
N -0.18 0.19 -0.06
C 0.97 -0.87 0.52
C -0.88 0.79 -0.47
C -0.76 -1.03 0.55
C 1.39 0.19 0.02
C -0.47 1.06 -0.60
C 0.65 -1.05 0.66
N -0.17 0.02 -0.16
H -0.21 -0.09 0.05
H -0.08 -0.06 -0.01
H 0.03 -0.02 -0.01
H 0.05 0.00 0.00

Kohn-Sham gap ... 3.84 eV
Net charge ... -2
Highest occupied orbital energy ... -0.02488 hartree
Multiplicity ... 1
Largest force on an atom ... 1.4 eV Å⁻¹

---

ORCA calculation (ωB97M-V with the def2-TZVPD basis set) on a structure of composition C20H39AlF4N2O9S2 in a non-equilibrium geometry.

Each line ends with the Mulliken charge.
Cartesian coordinates (Å):
C1 6.0938 -1.1819 1.4581  -1.285
C2 4.5383 -1.0688 0.9910  0.074
C3 4.3305 0.0730 -0.1043  0.508
O1 5.2998 0.2963 -0.8792  -0.576
O2 3.1318 0.8310 -0.3002  -0.228
C4 2.8009 1.5754 0.9036  -0.665
C5 1.4609 2.4310 0.8179  -1.143
C6 0.1046 1.6109 0.6163  0.036
C7 -0.3075 1.3969 -0.9497  -0.291
C8 -1.5617 2.3456 -1.3584  -1.061
C9 -2.9011 1.9880 -0.5475  -0.046
C10 -4.0404 1.2453 -1.3953  -0.285
C11 -4.0479 -0.3206 -0.9454  -0.490
S1 -5.5026 -0.7748 0.0944  1.278
O3 -6.6206 -1.4250 -0.7072  -0.688
O4 -6.0555 0.3540 0.9047  -0.559
O5 -4.9883 -1.9903 1.1713  -0.532
O6 -0.7915 0.0290 -1.2022  -0.306
C12 0.3678 -0.8032 -0.9453  1.104
C13 0.1643 -2.2762 -1.6054  -1.235
C14 1.5450 -3.0061 -1.9602  -0.579
C15 2.4074 -2.2962 -3.1155  -0.505
C16 3.9801 -2.2235 -2.7091  -0.178
S2 4.9492 -3.7125 -3.2517  1.231
O7 6.4003 -3.4155 -2.9280  -0.614
O8 4.8678 -3.9923 -4.7231  -0.591
O9 4.4892 -5.0055 -2.2882  -0.478
C17 0.5596 -0.8809 0.6425  -0.733
N1 -0.0089 0.3234 1.3821  0.717
N2 0.4385 0.3816 2.7123  -0.957
C18 -0.4122 1.0328 3.5193  0.735
C19 0.0362 2.4889 4.0741  -1.117
C20 -1.8225 0.4972 4.0448  -0.906
H1 6.2030 -2.0856 2.1643  0.360
H2 6.7978 -1.2621 0.5587  0.307
H3 6.4257 -0.2663 2.0611  0.328
H4 4.2962 -2.1091 0.5454  0.118
H5 3.8948 -0.9438 1.9352  0.331
H6 2.8218 0.8801 1.8100  0.253
H7 3.6644 2.3290 1.0709  0.439
H8 1.5670 3.1184 -0.1072  0.473
H9 1.4231 3.1422 1.7149  0.405
H10 -0.7386 2.2897 1.0300  0.527
H11 0.5536 1.6971 -1.6350  0.491
H12 -1.7962 2.1855 -2.4790  0.496
H13 -1.2360 3.4398 -1.2100  0.255
H14 -3.3497 2.9935 -0.2049  0.538
H15 -2.6111 1.4274 0.4100  -0.354
H16 -3.9342 1.3513 -2.5254  0.449
H17 -5.0488 1.6691 -1.0131  -0.027
H18 -3.1074 -0.6252 -0.3777  0.011
H19 -4.1411 -0.9321 -1.9204  0.361
H20 -5.7749 -2.5574 1.3844  0.359
H21 1.2452 -0.3395 -1.5159  -0.114
H22 -0.5512 -2.8998 -0.9687  0.457
H23 -0.3707 -2.0838 -2.6105  0.225
H24 2.1492 -3.1516 -0.9931  0.347
H25 1.2874 -4.0628 -2.3558  0.365
H26 2.3857 -2.8799 -4.1141  0.471
H27 2.0680 -1.2291 -3.3684  0.286
H28 4.4573 -1.2715 -3.1106  0.428
H29 4.0123 -2.2025 -1.5616  -0.394
H30 3.5454 -4.9108 -2.0080  0.389
H31 1.6682 -0.9921 0.9288  -0.118
H32 0.0563 -1.8526 0.9994  0.576
H33 -1.0376 0.1188 1.4383  0.452
H34 -0.2428 3.2961 3.3192  0.221
H35 -0.3710 2.7018 5.1232  0.454
H36 1.1858 2.4494 4.1204  0.314
H37 -2.2034 1.2021 4.8599  0.358
H38 -2.5903 0.5870 3.1782  0.201
H39 -1.8285 -0.6011 4.3522  0.334
F1 -6.7533 3.2038 -1.3427  -0.469
Al1 -7.9392 3.5708 -0.0674  0.870
F2 -8.8270 5.0449 -0.4945  -0.447
F3 -7.0871 3.8156 1.4709  -0.493
F4 -9.0734 2.2182 0.0914  -0.466

Cartesian forces, eV/Å:
C -0.12 0.31 0.15
C 0.33 -0.37 0.69
C 3.67 0.50 -2.44
O -4.26 -0.76 2.80
O 1.00 -0.95 1.25
C 0.83 1.06 1.40
C 0.55 -0.33 -0.98
C -0.48 2.50 -0.75
C -1.84 0.84 -0.53
C 0.30 -0.48 0.02
C 0.04 1.60 -0.21
C -0.48 -0.68 2.29
C 0.75 -0.20 -1.47
S -6.76 -0.07 0.70
O 4.10 1.27 1.55
O 2.94 -2.37 -1.71
O -0.02 1.03 -1.13
O 2.21 0.90 0.76
C 0.09 -1.16 -0.68
C -0.29 1.00 -0.61
C -0.48 -0.61 -0.20
C 1.03 -0.09 -0.38
C -1.88 0.17 0.85
S 5.79 0.62 -2.70
O -4.43 -0.91 0.43
O -1.72 0.35 3.89
O -0.66 1.90 -0.81
C 1.48 -1.74 -0.67
N -2.18 -2.99 -0.73
N 0.07 3.43 0.91
C -0.42 0.53 1.14
C 1.11 -1.93 0.94
C -0.34 0.97 -1.50
H -0.21 1.31 -1.29
H -1.21 -0.06 1.32
H -0.65 -1.18 -0.92
H 0.07 1.81 0.45
H 0.77 -0.10 -1.53
H -0.37 0.97 -1.21
H -1.40 -1.03 -0.25
H -0.30 -1.10 1.41
H 0.05 -1.33 -1.19
H 1.32 -1.23 -0.43
H -0.83 -0.83 0.97
H 0.72 0.30 1.75
H -0.55 -1.62 -0.20
H 0.64 -1.60 -0.41
H -0.70 0.53 -1.24
H -0.12 -0.18 1.68
H 1.49 -0.38 -1.12
H -1.29 0.37 -0.80
H 0.01 0.50 1.92
H 0.61 0.88 -0.60
H -0.94 -0.54 1.26
H 1.16 0.68 -0.80
H 0.72 -0.23 1.59
H -0.66 0.29 -1.37
H 0.27 1.60 0.83
H -0.33 0.88 1.63
H 0.39 -1.57 0.57
H -0.16 -1.69 0.31
H 0.43 -0.10 -1.78
H 0.78 -0.11 -0.43
H -1.72 0.45 -0.41
H 0.43 1.80 -0.20
H 0.65 0.25 -0.69
H 0.02 -1.25 0.88
H 0.44 -0.16 -1.72
H -1.68 0.22 -0.07
H 0.59 -1.21 -1.13
H 0.96 -0.15 1.29
H 0.38 1.58 -0.38
F -0.77 0.24 1.16
Al -0.53 -0.04 0.20
F 1.01 -1.49 0.40
F -0.63 -0.22 -1.53
F 1.24 1.42 -0.20

Kohn-Sham gap ... 6.49 eV
Net charge ... 0
Highest occupied orbital energy ... -0.36050 hartree
Multiplicity ... 1
Largest force on an atom ... 6.8 eV Å⁻¹

---

ORCA calculation (ωB97M-V with the def2-TZVPD basis set) on a cluster of 2 separate species, CH3IO3P in total in a non-equilibrium geometry.

Each line ends with the Mulliken charge.
Cartesian coordinates (Å):
C1 0.0575 0.5976 0.2016  -0.583
O1 2.8561 3.3413 0.6170  -0.732
O2 2.1022 1.0793 -1.6335  -0.566
O3 1.3200 0.4218 0.6691  -0.165
P1 2.4680 1.1046 -0.2310  0.576
I1 4.2146 -0.5713 0.0436  -0.191
H1 -0.0090 1.0128 -0.8308  0.312
H2 -0.5664 1.1103 1.0911  0.181
H3 -0.4084 -0.5118 0.0128  0.167

Cartesian forces, eV/Å:
C -4.46 -2.12 0.50
O -0.54 -3.97 -1.25
O -0.42 0.00 -1.90
O 1.80 -0.09 0.63
P 1.17 4.62 2.30
I 0.63 -0.42 0.35
H 0.03 0.44 1.13
H 1.04 -0.84 -2.47
H 0.74 2.37 0.71

Kohn-Sham gap (alpha / beta) ... 7.39 / 7.39 eV
Net charge ... -1
Highest occupied orbital energy (alpha / beta) ... -0.16788 / -0.16776 hartree
Multiplicity ... 1
Largest force on an atom ... 5.3 eV Å⁻¹

---

ORCA calculation (ωB97M-V with the def2-TZVPD basis set) on an isolated molecule of C4H3F in a non-equilibrium geometry.

Each line ends with the Mulliken charge.
Cartesian coordinates (Å):
C1 -0.3884 0.1404 -0.0446  -0.061
C2 0.8777 -0.6810 -0.0702  -0.113
C3 1.3820 0.3156 0.5549  -0.407
C4 -1.7023 -0.4226 0.3985  -0.303
F1 -2.6876 0.3590 -0.0920  -0.113
H1 -0.4528 0.8242 -0.9776  0.225
H2 0.8988 -1.6150 -0.5280  0.423
H3 2.0725 1.0794 0.7591  0.349

Cartesian forces, eV/Å:
C 0.30 2.08 -1.56
C -0.81 1.01 0.58
C -3.06 -1.67 -1.41
C 1.28 0.62 0.54
F 1.09 -0.31 0.01
H -0.10 -0.94 1.58
H 1.01 -1.47 -0.41
H 0.29 0.69 0.67

Kohn-Sham gap ... 8.28 eV
Net charge ... 0
Highest occupied orbital energy ... -0.32159 hartree
Multiplicity ... 1
Largest force on an atom ... 3.8 eV Å⁻¹

---

What is the largest force on an atom in the fourth record? 3.8 eV Å⁻¹

---

Which of these has the lowest net charge? C43H39ClN5O2RbSSeSi

---

Which of these has the highest largest force on an atom? C20H39AlF4N2O9S2